1.
ORCA calculation (ωB97M-V with the def2-TZVPD basis set) on 36 unconnected molecules or ions with the total composition C43H157N69O36 in a non-equilibrium geometry.

HOMO level   -5.998 eV
Total energy   -223681.5506 eV
Lowest unoccupied orbital energy   -0.86 eV

```
305
C43H157N69O36, DFT ωB97M-V with the def2-TZVPD basis set
O 7.65 13.34 -9.64
H 7.23 13.86 -8.95
H 7.95 12.54 -9.21
H 8.39 13.84 -10.00
C 6.33 10.35 -10.01
C 7.23 9.31 -9.31
C 7.82 8.46 -10.46
C 8.91 7.55 -10.02
C 10.04 8.30 -9.41
C 9.69 9.19 -8.21
N 8.47 9.94 -8.63
O 8.35 11.21 -7.96
C 10.98 10.03 -7.97
C 9.42 8.23 -6.93
C 6.43 8.60 -8.26
H 5.73 10.84 -9.24
H 5.77 9.97 -10.86
H 7.06 11.04 -10.43
H 8.21 9.20 -11.16
H 7.15 7.90 -11.11
H 9.18 7.02 -10.93
H 8.42 6.90 -9.30
H 10.64 8.71 -10.23
H 10.85 7.60 -9.20
H 11.16 10.16 -6.90
H 11.02 11.05 -8.35
H 11.77 9.42 -8.41
H 8.80 8.72 -6.19
H 10.33 8.02 -6.37
H 8.88 7.31 -7.16
H 5.41 8.51 -8.64
H 6.26 9.05 -7.29
H 6.73 7.56 -8.12
C 14.75 14.39 -5.07
O 13.68 13.96 -5.48
N 15.85 14.15 -5.69
N 15.00 15.26 -4.17
H 16.00 13.85 -6.64
H 16.64 14.53 -5.18
H 15.98 15.52 -4.13
H 14.34 15.91 -3.77
C 15.38 8.40 -10.32
O 16.06 7.45 -10.07
N 15.43 9.60 -9.89
N 14.39 8.37 -11.16
H 14.68 10.19 -10.21
H 16.20 9.83 -9.27
H 14.12 9.26 -11.57
H 14.27 7.48 -11.61
C 10.85 5.48 -13.57
O 11.21 5.86 -14.66
N 11.47 4.75 -12.64
N 9.72 5.72 -13.04
H 11.08 4.62 -11.72
H 12.38 4.39 -12.88
H 9.05 6.30 -13.53
H 9.52 5.58 -12.06
C 5.79 5.78 -12.93
O 5.41 5.13 -11.97
N 6.16 5.32 -14.03
N 5.75 7.08 -12.88
H 6.03 4.32 -14.07
H 6.20 5.91 -14.85
H 5.90 7.71 -13.66
H 5.53 7.42 -11.95
C 11.40 11.36 -3.92
O 10.97 12.09 -3.05
N 12.50 11.62 -4.62
N 10.84 10.25 -4.16
H 12.87 10.93 -5.27
H 12.83 12.57 -4.57
H 11.24 9.60 -4.82
H 9.92 10.21 -3.73
C 11.57 2.75 -6.02
O 10.83 2.61 -7.00
N 12.73 2.21 -5.91
N 11.28 3.26 -4.92
H 13.18 2.23 -5.01
H 13.17 1.73 -6.68
H 10.89 4.19 -5.04
H 12.10 3.26 -4.33
C 3.23 9.24 -15.72
O 4.07 8.38 -15.56
N 2.22 9.39 -14.92
N 3.27 10.21 -16.54
H 1.37 9.89 -15.15
H 2.35 9.01 -13.99
H 2.67 10.97 -16.25
H 3.94 10.17 -17.29
C 2.73 13.78 -14.24
O 2.05 14.63 -14.78
N 3.86 14.13 -13.63
N 2.24 12.66 -13.85
H 4.23 14.98 -14.03
H 4.35 13.31 -13.32
H 2.96 12.10 -13.44
H 1.24 12.49 -13.94
C 3.96 4.32 -8.95
O 3.79 3.42 -9.66
N 3.69 4.31 -7.67
N 4.58 5.49 -9.30
H 3.95 5.13 -7.14
H 3.22 3.51 -7.28
H 4.75 5.61 -10.29
H 5.16 6.02 -8.66
C 6.58 12.30 -4.86
O 6.11 12.33 -3.81
N 6.09 11.79 -5.96
N 7.78 12.65 -5.10
H 6.62 11.77 -6.83
H 5.19 11.35 -5.82
H 8.16 12.52 -6.03
H 8.39 12.93 -4.35
C 9.81 6.27 -2.78
O 10.05 6.30 -3.99
N 8.63 6.40 -2.24
N 10.72 6.24 -1.94
H 8.60 6.61 -1.26
H 7.86 6.50 -2.89
H 10.52 6.08 -0.97
H 11.60 6.64 -2.23
C 13.71 7.61 -6.03
O 13.34 8.55 -5.42
N 12.98 6.59 -6.28
N 14.84 7.53 -6.66
H 13.49 6.05 -6.97
H 12.00 6.53 -6.02
H 15.03 6.66 -7.15
H 15.45 8.34 -6.71
C 13.66 10.24 -14.34
O 12.63 10.66 -13.88
N 14.34 10.76 -15.28
N 14.16 9.07 -14.12
H 15.14 10.27 -15.66
H 13.80 11.54 -15.61
H 14.84 8.67 -14.75
H 13.46 8.56 -13.60
C 6.96 6.80 -17.20
O 8.04 6.36 -17.48
N 5.97 6.69 -18.08
N 6.69 7.42 -16.11
H 5.03 6.98 -17.88
H 6.13 6.16 -18.93
H 7.53 7.76 -15.67
H 5.82 7.94 -16.06
C 7.59 16.81 -4.70
O 7.62 17.52 -3.70
N 8.64 16.35 -5.28
N 6.59 16.71 -5.51
H 8.53 15.67 -6.02
H 9.47 16.59 -4.77
H 5.72 17.21 -5.42
H 6.58 15.91 -6.12
C 9.51 9.11 -14.40
O 8.48 8.57 -14.72
N 10.43 9.45 -15.19
N 9.94 9.29 -13.24
H 10.48 8.99 -16.08
H 11.27 9.94 -14.90
H 10.82 9.76 -13.10
H 9.43 9.00 -12.42
C 10.46 14.12 -6.89
O 9.58 14.30 -7.66
N 10.67 12.92 -6.40
N 11.24 15.08 -6.42
H 11.31 12.57 -5.71
H 10.06 12.22 -6.81
H 12.11 14.80 -5.99
H 11.15 16.05 -6.66
C 2.80 10.85 -5.11
O 3.72 10.31 -5.69
N 1.95 11.61 -5.69
N 2.60 10.86 -3.89
H 1.88 11.64 -6.69
H 1.26 12.06 -5.10
H 2.09 11.70 -3.64
H 3.42 10.49 -3.43
C 6.13 11.37 -13.27
O 5.12 11.90 -12.96
N 7.33 11.87 -13.19
N 6.20 10.24 -13.83
H 7.41 12.57 -12.47
H 8.10 11.41 -13.67
H 5.32 9.79 -14.05
H 7.05 9.90 -14.25
C 2.50 8.84 -11.52
O 2.60 8.11 -12.45
N 3.15 8.92 -10.36
N 1.36 9.54 -11.37
H 3.99 8.36 -10.31
H 3.11 9.81 -9.89
H 0.70 9.59 -12.13
H 1.49 10.23 -10.65
C 13.52 5.14 -9.06
O 14.41 5.17 -8.24
N 12.83 6.14 -9.52
N 13.04 4.04 -9.58
H 11.86 5.94 -9.74
H 13.16 7.04 -9.21
H 13.31 3.42 -8.83
H 12.17 3.87 -10.06
C 1.32 8.24 -7.18
O 1.75 9.27 -7.66
N 1.00 8.13 -5.90
N 0.88 7.22 -7.82
H 0.49 7.34 -5.54
H 1.45 8.85 -5.35
H 0.25 6.63 -7.30
H 0.80 7.31 -8.82
C 16.61 10.64 -6.10
O 16.51 9.92 -7.09
N 15.86 10.77 -5.00
N 17.54 11.45 -6.02
H 16.22 11.46 -4.35
H 15.19 10.05 -4.77
H 17.77 11.93 -5.16
H 18.18 11.56 -6.79
C 2.08 12.38 -9.94
O 0.97 12.18 -10.28
N 2.90 13.05 -10.65
N 2.65 11.69 -8.98
H 3.87 13.07 -10.35
H 2.50 13.17 -11.57
H 3.56 11.95 -8.62
H 2.07 10.99 -8.54
C 13.94 8.26 -1.74
O 14.59 8.87 -0.94
N 12.82 8.77 -2.23
N 14.15 7.09 -2.23
H 12.57 8.63 -3.20
H 12.38 9.50 -1.69
H 14.99 6.58 -1.98
H 13.40 6.74 -2.80
C 13.74 12.28 -8.68
O 13.49 11.85 -9.77
N 13.84 11.56 -7.66
N 13.68 13.54 -8.36
H 13.76 12.09 -6.81
H 13.95 10.56 -7.74
H 13.75 13.73 -7.37
H 13.56 14.27 -9.05
C 7.79 10.20 -2.05
O 7.87 11.41 -1.84
N 7.07 9.58 -2.97
N 8.45 9.28 -1.37
H 6.99 8.57 -2.94
H 6.48 10.21 -3.48
H 8.31 8.33 -1.69
H 9.23 9.65 -0.85
C 9.10 3.67 -9.82
O 10.08 4.36 -10.00
N 7.98 3.92 -10.50
N 9.00 2.56 -9.08
H 7.18 3.32 -10.34
H 8.06 4.32 -11.42
H 9.80 2.36 -8.50
H 8.16 2.00 -9.16
C 8.41 16.65 -10.56
O 7.52 15.82 -10.37
N 8.36 17.48 -11.59
N 9.45 16.57 -9.83
H 7.49 17.52 -12.08
H 8.98 18.27 -11.63
H 9.61 15.90 -9.10
H 10.17 17.27 -9.96
C 5.00 14.56 -7.99
O 6.19 14.38 -7.65
N 4.63 15.19 -9.07
N 4.04 14.06 -7.35
H 5.28 15.74 -9.61
H 3.62 15.23 -9.18
H 3.07 14.35 -7.31
H 4.36 13.56 -6.54
C 10.58 12.87 -11.45
O 9.57 13.43 -11.83
N 10.55 11.94 -10.57
N 11.74 12.94 -12.04
H 9.75 11.51 -10.13
H 11.46 11.58 -10.32
H 12.62 12.65 -11.63
H 11.80 13.68 -12.72
C 7.75 4.14 -5.51
O 7.36 4.09 -4.41
N 8.76 4.90 -5.91
N 7.30 3.43 -6.46
H 9.05 5.03 -6.87
H 9.24 5.46 -5.22
H 6.84 2.56 -6.23
H 7.88 3.42 -7.29
C 1.61 4.17 -12.47
O 0.57 4.17 -13.16
N 1.88 3.23 -11.62
N 2.47 5.16 -12.32
H 2.73 3.22 -11.07
H 1.29 2.41 -11.68
H 3.33 5.00 -11.82
H 2.41 5.97 -12.92
C 5.30 7.09 -3.96
O 6.10 6.42 -3.28
N 5.45 7.31 -5.22
N 4.18 7.43 -3.52
H 6.24 6.87 -5.66
H 4.98 8.12 -5.60
H 3.58 7.72 -4.28
H 3.87 7.11 -2.62
```

These are the Löwdin partial charges, in e, on atoms 1 to 6:
1 O 0.209
2 H 0.053
3 H 0.052
4 H 0.081
5 C -0.025
6 C -0.436

2.
ORCA calculation (ωB97M-V with the def2-TZVPD basis set) on a molecular structure, H22O11 in a non-equilibrium geometry.

HOMO level   -7.868 eV
Total energy   -22855.8099 eV
ΔE to the lowest compared entry with this formula, charge and spin   592.7 kcal per mole
Lowest unoccupied orbital energy   -1.24 eV

```
33
H22O11, DFT ωB97M-V with the def2-TZVPD basis set
O -1.61 -2.29 -0.60
H -0.90 -2.85 -0.93
H -1.46 -1.44 -1.01
O 2.57 1.35 0.73
H 3.10 1.12 -0.03
H 1.95 0.63 0.83
O 0.11 -0.34 -0.10
H 0.56 0.39 -0.52
H -0.81 -0.07 -0.10
O 0.41 1.85 -0.70
H 0.89 2.41 -1.31
H -0.45 1.74 -1.09
O -0.32 0.86 2.12
H -0.51 0.26 2.84
H -1.04 0.73 1.50
O -1.87 -0.48 -1.22
H -1.45 0.23 -1.71
H -1.94 -1.19 -1.86
O 0.23 -1.25 2.09
H -0.02 -0.35 1.92
H 1.19 -1.23 2.14
O 0.65 2.45 1.15
H 0.31 1.66 1.58
H 0.54 2.28 0.22
O 1.70 -1.95 -1.11
H 1.14 -2.31 -0.42
H 1.14 -1.30 -1.55
O -1.31 1.76 -1.63
H -1.73 1.47 -0.82
H -2.03 2.07 -2.18
O 0.43 -2.31 0.31
H 0.66 -2.31 1.24
H -0.14 -1.55 0.20
```

These are the Löwdin partial charges, in e, on atoms 1 to 6:
1 O -0.032
2 H 0.074
3 H -0.265
4 O -0.026
5 H 0.052
6 H 0.017

3.
ORCA calculation (ωB97M-V with the def2-TZVPD basis set) on a molecular structure, C36H94AgN6O13 in a non-equilibrium geometry.

HOMO level (alpha / beta)   -7.430 / -7.353 eV
Spin multiplicity   2
Total energy   -78400.6902 eV
⟨S²⟩   0.756
Lowest unoccupied orbital energy (alpha / beta)   0.24 / -1.76 eV

```
150
C36H94AgN6O13, DFT ωB97M-V with the def2-TZVPD basis set
Ag -13.32 4.99 -6.63
C -16.13 5.87 -3.24
C -15.91 5.20 -4.60
O -14.74 4.51 -4.93
H -16.20 5.09 -2.48
H -16.93 6.60 -3.27
H -15.24 6.42 -2.91
H -15.91 6.07 -5.27
H -16.80 4.59 -4.82
C -15.61 7.87 -7.76
C -14.44 8.37 -6.89
O -13.48 7.47 -6.46
H -15.18 7.30 -8.59
H -16.23 8.67 -8.17
H -16.19 7.18 -7.16
H -15.02 8.90 -6.12
H -14.02 9.25 -7.38
C -8.82 8.42 -3.60
O -10.19 8.26 -3.71
C -10.89 8.51 -2.50
C -12.33 8.11 -2.66
N -12.97 8.73 -3.79
C -13.10 10.19 -3.75
C -12.18 10.91 -4.80
O -11.74 10.04 -5.81
C -11.57 10.62 -7.09
H -8.46 9.43 -3.83
H -8.27 7.79 -4.30
H -8.47 8.15 -2.59
H -10.86 9.58 -2.25
H -10.38 8.00 -1.68
H -12.86 8.37 -1.73
H -12.40 7.02 -2.71
H -13.89 8.38 -4.01
H -12.90 10.57 -2.74
H -14.12 10.40 -4.07
H -11.36 11.32 -4.20
H -12.67 11.74 -5.32
H -11.50 9.79 -7.79
H -10.61 11.15 -7.11
H -12.41 11.29 -7.30
C -13.66 4.63 -0.71
O -13.46 6.01 -0.51
C -14.06 6.65 0.58
C -15.35 5.96 1.19
N -15.72 6.62 2.45
C -17.11 6.41 2.85
C -17.28 6.81 4.30
O -16.54 5.96 5.18
C -17.15 5.70 6.44
H -14.69 4.38 -0.98
H -13.32 4.03 0.14
H -12.97 4.30 -1.48
H -14.28 7.67 0.25
H -13.27 6.79 1.34
H -15.23 4.89 1.34
H -16.20 6.18 0.54
H -15.12 6.23 3.17
H -17.46 5.37 2.77
H -17.69 7.14 2.28
H -18.35 6.88 4.51
H -16.92 7.84 4.43
H -16.28 5.52 7.07
H -17.74 4.78 6.39
H -17.74 6.58 6.69
C -24.58 10.01 -3.27
O -23.48 10.52 -4.02
C -22.24 10.60 -3.36
C -21.45 9.31 -3.27
N -20.63 8.99 -4.42
C -19.80 7.76 -4.41
C -19.13 7.45 -5.73
O -20.14 7.16 -6.65
C -19.54 6.80 -7.86
H -24.97 10.76 -2.58
H -24.27 9.08 -2.80
H -25.37 9.79 -3.98
H -22.26 11.06 -2.36
H -21.59 11.27 -3.93
H -22.21 8.57 -2.97
H -20.74 9.51 -2.47
H -21.25 8.82 -5.20
H -20.57 6.99 -4.31
H -19.15 7.80 -3.54
H -18.45 6.63 -5.43
H -18.36 8.16 -6.04
H -18.96 7.68 -8.18
H -20.32 6.67 -8.62
H -18.96 5.89 -7.99
C -14.39 -0.60 -3.51
C -14.58 0.93 -3.43
O -15.21 1.38 -4.60
O -15.58 -1.19 -4.06
H -14.25 -0.98 -2.50
H -13.54 -0.79 -4.17
H -13.57 1.34 -3.33
H -15.14 1.22 -2.54
H -15.10 2.34 -4.67
H -15.80 -0.60 -4.79
C -11.68 5.33 -10.75
C -12.61 5.55 -9.51
C -13.68 4.45 -9.51
O -14.49 4.58 -8.38
C -15.75 3.91 -8.43
N -11.72 5.45 -8.34
H -10.84 6.03 -10.79
H -12.19 5.36 -11.71
H -11.25 4.33 -10.62
H -12.99 6.57 -9.59
H -13.23 3.45 -9.59
H -14.15 4.58 -10.49
H -16.55 4.61 -8.69
H -15.93 3.47 -7.45
H -15.78 3.11 -9.16
H -11.12 6.27 -8.25
H -11.03 4.78 -8.69
C -19.40 2.61 -6.19
C -20.41 2.63 -5.00
C -19.86 1.82 -3.87
O -19.64 0.47 -4.23
C -18.55 -0.17 -3.55
N -20.69 4.01 -4.63
H -19.64 3.23 -7.06
H -19.28 1.58 -6.52
H -18.45 2.96 -5.79
H -21.33 2.19 -5.40
H -20.34 1.86 -2.88
H -18.89 2.30 -3.68
H -17.95 0.53 -2.96
H -18.01 -0.63 -4.37
H -19.03 -0.90 -2.89
H -20.62 4.59 -5.46
H -21.68 4.13 -4.42
C -19.83 11.96 2.74
C -18.96 10.85 2.24
C -18.51 10.79 0.76
O -17.87 9.57 0.50
C -17.82 9.19 -0.85
N -17.74 10.93 3.07
H -20.81 12.04 2.25
H -19.33 12.93 2.70
H -20.10 11.78 3.78
H -19.42 9.90 2.56
H -17.76 11.54 0.51
H -19.42 10.97 0.17
H -18.80 9.09 -1.32
H -17.36 8.22 -1.02
H -17.23 9.89 -1.45
H -17.28 11.79 2.80
H -17.20 10.12 2.80
```

These are the Löwdin partial charges, in e, on atoms 1 to 6:
1 Ag 0.794
2 C -0.084
3 C -0.469
4 O -0.404
5 H 0.057
6 H 0.047